Record 1
{
  "formula": "C3H6Cl4OSi2",
  "method": "ωB97M-V/def2-TZVPD",
  "orbital_gap_ev": 10.5,
  "smiles": "Cl[Si]1(Cl)CCCO[Si]1(Cl)Cl",
  "homo_ev": -10.0,
  "relative_energy_kj_mol": 0.00,
  "max_force_ev_per_a": 3.2,
  "symbols": ["Cl", "Si", "Cl", "C", "C", "C", "O", "Si", "Cl", "Cl", "H", "H", "H", "H", "H", "H"],
  "xyz": [[-1.5216, -2.4455, -1.4948], [-1.1159, -1.3089, 0.0929], [-2.0934, -2.3521, 1.5341], [0.7765, -1.1792, 0.3318], [1.3233, -0.0806, -0.5590], [1.0543, 1.3471, -0.0356], [-0.2906, 1.7611, -0.2448], [-1.6906, 0.9418, 0.0739], [-2.9134, 1.4540, -1.5117], [-2.2491, 1.6886, 1.8842], [1.2091, -2.1941, 0.0716], [1.1795, -0.9706, 1.4423], [0.7366, -0.0853, -1.5418], [2.4306, -0.0239, -0.7373], [1.3706, 1.4306, 1.1056], [1.7943, 2.0170, -0.4114]],
  "nbo_charge": [-0.33, 1.05, -0.35, -0.90, -0.44, -0.04, -0.91, 1.32, -0.35, -0.35, 0.26, 0.25, 0.21, 0.23, 0.16, 0.20]
}


Record 2
{
  "formula": "C2F5HoNO4S2",
  "method": "ωB97M-V/def2-TZVPD",
  "orbital_gap_ev": [8.8, 4.5],
  "homo_ev": [-13.7, -11.2],
  "relative_energy_kj_mol": 426.95,
  "total_charge": 1,
  "s_squared": 6.009,
  "multiplicity": 5,
  "max_force_ev_per_a": 6.8,
  "symbols": ["Ho", "N", "S", "O", "O", "C", "F", "F", "S", "O", "O", "C", "F", "F", "F"],
  "xyz": [[0.5531, 2.9142, 0.3298], [-0.3330, -0.6059, -0.2132], [1.2392, -0.3457, -0.8325], [1.1907, -0.8566, -2.1978], [1.4764, 1.1370, -0.6658], [2.6524, -1.1480, 0.1083], [2.2840, -1.0454, 1.4271], [2.5224, -2.4880, -0.1577], [-1.2105, 0.6211, 0.4276], [-0.3995, 1.1561, 1.5944], [-1.3241, 1.8121, -0.5040], [-1.9973, -1.4251, -0.1784], [-1.7008, -2.0121, 0.9957], [-2.5848, -2.5739, -0.5962], [-2.4749, -0.8105, -1.2725]],
  "lowdin_spin": [3.02, 0.04, 0.08, 0.03, 0.00, 0.56, 0.13, 0.13, 0.01, 0.00, 0.00, 0.00, 0.00, 0.00, 0.00]
}


Record 3
{
  "formula": "C36H61NO27",
  "method": "ωB97M-V/def2-TZVPD",
  "orbital_gap_ev": 9.7,
  "smiles": "C[C@H]1COC(=O)O1.C[C@H]1COC(=O)O1.C[C@H]1COC(=O)O1.C[C@H]1COC(=O)O1.C[C@H]1COC(=O)O1.COC(=O)OC.COC(=O)OC.COC(=O)OC.COC(=O)OC.CCCC#N",
  "homo_ev": -9.5,
  "relative_energy_kj_mol": 154.84,
  "max_force_ev_per_a": 9.0,
  "symbols": ["C", "C", "C", "O", "C", "O", "O", "H", "H", "H", "H", "H", "H", "C", "C", "C", "O", "C", "O", "O", "H", "H", "H", "H", "H", "H", "C", "C", "C", "O", "C", "O", "O", "H", "H", "H", "H", "H", "H", "C", "C", "C", "O", "C", "O", "O", "H", "H", "H", "H", "H", "H", "C", "C", "C", "O", "C", "O", "O", "H", "H", "H", "H", "H", "H", "C", "O", "C", "O", "O", "C", "H", "H", "H", "H", "H", "H", "C", "O", "C", "O", "O", "C", "H", "H", "H", "H", "H", "H", "C", "O", "C", "O", "O", "C", "H", "H", "H", "H", "H", "H", "C", "O", "C", "O", "O", "C", "H", "H", "H", "H", "H", "H", "C", "C", "C", "C", "N", "H", "H", "H", "H", "H", "H", "H"],
  "xyz": [[6.7803, -12.0258, 8.0577], [7.9694, -12.0911, 7.1891], [8.8855, -10.8432, 7.0661], [10.1501, -11.4617, 6.7898], [10.1013, -12.6605, 7.2392], [11.0952, -13.3754, 7.3328], [8.8893, -13.0243, 7.6592], [7.1193, -11.7743, 9.0544], [6.1819, -13.0089, 8.1712], [6.1390, -11.2192, 7.6523], [7.6361, -12.4052, 6.1814], [8.8869, -10.3207, 7.9940], [8.5536, -10.2350, 6.2475], [5.7333, -19.4792, 5.9092], [4.3598, -19.2802, 6.5815], [4.2895, -18.1066, 7.5510], [3.0558, -17.5222, 7.3506], [2.4270, -18.0778, 6.2645], [1.2842, -17.9017, 5.8308], [3.2662, -19.0336, 5.7440], [6.5497, -19.6496, 6.5713], [5.9505, -18.5782, 5.3007], [5.7637, -20.3818, 5.3566], [4.0602, -20.2921, 7.0650], [5.1107, -17.4303, 7.3822], [4.4869, -18.5184, 8.5249], [9.6341, -18.4866, 0.4908], [8.2172, -18.3420, -0.0831], [7.3138, -17.2799, 0.5519], [6.9876, -16.4916, -0.5220], [7.5204, -16.9498, -1.6665], [7.4406, -16.4002, -2.7396], [8.1862, -18.0235, -1.4294], [10.2455, -19.1844, -0.0070], [9.7834, -18.8149, 1.5431], [10.1018, -17.5068, 0.3166], [7.7634, -19.3015, 0.0882], [7.6549, -16.8745, 1.5484], [6.5268, -17.8052, 0.9947], [2.1102, -11.0701, 6.5881], [2.2371, -12.5217, 7.1326], [1.3625, -13.5562, 6.4154], [2.2011, -14.6192, 6.2835], [3.4060, -14.1758, 6.4053], [4.3237, -14.9248, 6.2640], [3.5243, -12.9420, 6.7993], [1.1996, -10.4979, 6.8702], [1.9795, -11.0751, 5.5533], [2.9227, -10.3998, 6.9015], [2.1287, -12.5564, 8.2315], [1.0464, -13.2905, 5.3948], [0.4664, -13.7644, 7.0598], [6.1522, -14.1189, 2.0825], [6.4587, -12.9206, 1.1405], [6.6760, -13.3109, -0.3459], [6.1242, -12.1786, -1.0213], [5.5241, -11.3950, -0.1786], [5.0104, -10.3341, -0.4959], [5.5457, -11.8748, 1.0518], [6.8644, -14.9157, 1.9921], [5.1859, -14.6028, 1.9194], [6.2582, -13.6583, 3.0523], [7.4328, -12.5363, 1.4008], [6.1148, -14.2001, -0.6975], [7.6867, -13.3638, -0.7125], [7.4036, -15.3810, 5.4330], [8.2467, -16.3073, 6.0324], [8.6024, -17.4019, 5.3547], [8.0393, -17.5498, 4.0566], [9.5033, -18.1671, 5.9018], [10.1756, -19.1299, 5.1204], [7.9195, -14.5438, 4.9427], [6.8359, -14.8573, 6.1452], [6.5866, -15.7491, 4.7588], [10.9452, -19.5210, 5.6851], [10.5946, -18.6352, 4.1878], [9.4251, -19.8889, 4.8540], [12.1262, -16.4068, 7.3002], [13.3331, -15.6329, 7.2868], [13.6770, -14.8376, 8.2802], [12.8751, -14.5918, 9.4014], [14.7870, -14.0558, 8.0144], [15.1085, -13.0876, 8.9368], [11.2698, -15.7677, 6.9659], [11.7300, -16.7660, 8.2583], [12.2478, -17.2427, 6.6227], [15.4417, -13.4966, 9.9147], [14.3892, -12.3280, 9.0603], [15.9389, -12.4693, 8.5290], [13.1663, -17.3451, 4.0544], [12.2879, -17.0078, 3.0449], [11.4166, -16.0497, 3.2241], [11.4233, -15.2037, 4.3942], [10.6507, -15.8367, 2.1243], [9.7571, -14.7503, 2.1595], [12.7814, -18.2747, 4.4616], [13.3584, -16.6047, 4.7646], [14.1745, -17.4487, 3.6206], [9.0995, -14.7707, 3.0540], [9.1265, -14.7315, 1.2983], [10.3630, -13.8737, 2.2906], [3.7437, -16.7407, -1.3454], [4.3033, -17.0823, -0.0991], [3.6907, -16.7169, 1.0175], [2.3479, -16.2151, 1.0010], [4.3312, -17.0606, 2.1245], [3.6535, -16.9904, 3.3707], [3.5141, -15.6381, -1.4381], [2.7843, -17.1951, -1.3999], [4.4295, -16.9253, -2.1790], [4.4008, -17.2551, 4.1627], [2.8070, -17.6889, 3.3579], [3.2559, -15.9470, 3.4945], [7.7133, -7.3504, 2.1292], [7.4923, -8.8306, 2.4398], [8.7817, -9.5750, 2.8837], [8.6415, -10.9168, 3.3614], [8.4485, -11.9800, 3.7920], [8.7140, -7.2599, 1.6354], [7.7621, -6.8323, 3.1446], [6.9768, -7.0050, 1.4580], [7.0447, -9.3272, 1.5867], [6.7518, -8.9481, 3.1786], [9.3636, -9.0281, 3.6138], [9.5165, -9.6718, 2.0649]],
  "mulliken_charge": [-1.39, 1.51, -0.58, -0.26, 0.50, -0.55, -0.32, 0.44, 0.09, 0.31, -0.45, 0.39, 0.26, -1.39, 0.40, -0.12, -0.28, 0.72, -0.59, -0.35, 0.46, 0.04, 0.50, 0.24, 0.07, 0.36, -1.20, 0.27, 0.59, 0.22, 0.38, -0.61, -0.37, 0.50, 0.08, 0.26, 0.28, -0.41, 0.07, -1.45, 0.36, -0.66, -0.19, 0.30, -0.17, -0.15, 0.38, 0.40, 0.31, 0.30, 0.34, 0.29, -0.09, 0.78, 0.11, -0.38, 0.48, -0.64, -0.40, -0.47, 0.42, 0.04, -0.14, -0.11, 0.21, -0.23, -0.62, 1.29, -0.42, -0.45, -0.31, -0.21, 0.67, -0.21, 0.32, -0.23, 0.35, -0.54, -0.25, 0.76, -0.63, -0.29, -0.65, 0.14, 0.46, 0.12, 0.27, 0.30, 0.25, -0.65, -0.34, 0.73, -0.54, -0.24, -0.18, 0.27, 0.27, 0.31, -0.21, 0.15, 0.56, -0.89, -0.14, 0.56, -0.68, 0.02, -0.39, 0.29, 0.40, 0.29, -0.40, 0.49, 0.36, -1.30, -0.01, -0.82, 0.34, -0.40, 0.28, 0.28, 0.44, -0.03, 0.49, 0.44, 0.38]
}


Record 4
{
  "formula": "C6H13NO",
  "method": "ωB97M-V/def2-TZVPD",
  "orbital_gap_ev": 9.8,
  "smiles": "CC[C@]1(N)C[C@H]1CO",
  "homo_ev": -8.8,
  "relative_energy_kj_mol": 365.73,
  "max_force_ev_per_a": 7.3,
  "symbols": ["C", "C", "C", "N", "C", "C", "C", "O", "H", "H", "H", "H", "H", "H", "H", "H", "H", "H", "H", "H", "H"],
  "xyz": [[-1.7723, 1.5816, 0.1995], [-1.7751, 0.1107, -0.1479], [-0.0644, -0.4207, -0.5786], [0.4881, 0.2018, -1.6996], [0.0503, -1.8432, -0.1189], [0.3535, -0.6525, 0.7641], [2.0780, -0.3467, 0.8606], [2.3177, 1.0455, 0.8113], [-1.1866, 1.7748, 1.1078], [-2.7853, 1.9646, 0.3688], [-1.3397, 2.1777, -0.6106], [-2.2666, -0.4850, 0.6259], [-2.3133, -0.0950, -1.0766], [1.4906, 0.3559, -1.7263], [0.1424, -0.1246, -2.5959], [-0.8584, -2.4096, 0.0557], [0.8764, -2.4500, -0.4748], [-0.0228, -0.3387, 1.7270], [2.6644, -0.8176, 0.0690], [2.4249, -0.7619, 1.8121], [1.4980, 1.5328, 0.6275]],
  "nbo_charge": [-0.64, -0.38, 0.15, -0.86, -0.45, -0.25, -0.06, -0.74, 0.19, 0.22, 0.22, 0.20, 0.19, 0.39, 0.38, 0.21, 0.21, 0.23, 0.15, 0.17, 0.48]
}


> What is the formula in the first record?

C3H6Cl4OSi2


Copy entry 4 word for word.
{
  "formula": "C6H13NO",
  "method": "ωB97M-V/def2-TZVPD",
  "orbital_gap_ev": 9.8,
  "smiles": "CC[C@]1(N)C[C@H]1CO",
  "homo_ev": -8.8,
  "relative_energy_kj_mol": 365.73,
  "max_force_ev_per_a": 7.3,
  "symbols": ["C", "C", "C", "N", "C", "C", "C", "O", "H", "H", "H", "H", "H", "H", "H", "H", "H", "H", "H", "H", "H"],
  "xyz": [[-1.7723, 1.5816, 0.1995], [-1.7751, 0.1107, -0.1479], [-0.0644, -0.4207, -0.5786], [0.4881, 0.2018, -1.6996], [0.0503, -1.8432, -0.1189], [0.3535, -0.6525, 0.7641], [2.0780, -0.3467, 0.8606], [2.3177, 1.0455, 0.8113], [-1.1866, 1.7748, 1.1078], [-2.7853, 1.9646, 0.3688], [-1.3397, 2.1777, -0.6106], [-2.2666, -0.4850, 0.6259], [-2.3133, -0.0950, -1.0766], [1.4906, 0.3559, -1.7263], [0.1424, -0.1246, -2.5959], [-0.8584, -2.4096, 0.0557], [0.8764, -2.4500, -0.4748], [-0.0228, -0.3387, 1.7270], [2.6644, -0.8176, 0.0690], [2.4249, -0.7619, 1.8121], [1.4980, 1.5328, 0.6275]],
  "nbo_charge": [-0.64, -0.38, 0.15, -0.86, -0.45, -0.25, -0.06, -0.74, 0.19, 0.22, 0.22, 0.20, 0.19, 0.39, 0.38, 0.21, 0.21, 0.23, 0.15, 0.17, 0.48]
}


> What is the formula in the third record?

C36H61NO27